# 1
A molecular structure, C2H6BNO2 at a distorted geometry. Source: OMol25; level of theory: wB97M-V/def2-TZVPD.

XYZ file:
```
12
Properties=species:S:1:pos:R:3:forces:R:3:nbo_charge:R:1
B -0.443423 -0.130025 -0.110281 4.076 1.377 -0.112 1.0825
C 2.242547 0.899313 0.359552 1.423 1.572 1.253 -0.4673
C 1.466017 -0.019467 0.858771 -5.507 0.525 -3.202 -0.3597
N -2.706818 -1.170474 -0.140428 -0.458 -1.096 0.074 -0.5285
O -0.444909 0.717570 -1.215061 -1.058 -0.957 1.245 -0.9195
O -1.321772 -1.060087 0.197652 -0.560 -0.583 0.532 -0.6032
H 3.232611 1.015889 0.835164 -0.252 0.083 -0.459 0.1929
H 1.924371 1.808840 -0.177514 0.133 -0.910 -0.481 0.1789
H 1.632803 -0.621256 1.678475 0.783 -1.520 1.271 0.1869
H -2.841122 -2.231625 -0.211985 0.143 2.454 -0.526 0.3715
H -2.994221 -0.569286 -0.944624 0.845 -1.183 0.504 0.3662
H 0.253916 1.360610 -1.129721 0.432 0.239 -0.099 0.4995
```
Forces are in eV/Å.

Computed properties:
Kohn-Sham gap (eV): 9.8
Total energy (eV): -8430.532
Relative energy (zero: lowest compared OMol25 entry of this formula, charge and spin) (kJ/mol): 375.1
HOMO (eV): -9.209

***

# 2
2 unconnected molecules or ions with the total composition C2H6Br2O at a distorted geometry. Source: OMol25; level of theory: wB97M-V/def2-TZVPD.

XYZ file:
```
11
Properties=species:S:1:pos:R:3:forces:R:3:nbo_charge:R:1
Br 1.691747 3.236684 0.219063 -1.169 -0.798 -0.074 -0.0325
C -0.028242 2.168564 0.108663 -0.419 -0.011 0.156 -0.4127
C 0.230938 0.743755 0.639883 1.154 0.042 -0.004 -0.4560
Br -1.331462 -0.410825 0.981273 0.191 0.637 -0.353 -0.0189
H -0.793742 2.717324 0.690323 0.672 -0.281 -0.190 0.2277
H -0.342252 2.176724 -0.952837 0.389 -0.059 0.640 0.2278
H 0.869677 0.207285 -0.087897 -0.483 0.172 0.470 0.2324
H 0.755927 0.741195 1.614473 -0.346 0.252 -0.649 0.2322
O -0.031052 -3.634684 -1.159196 -0.971 -0.710 0.256 -0.9426
H -0.640272 -3.541144 -0.392147 0.627 -0.074 -0.822 0.4730
H -0.381262 -4.404873 -1.661606 0.355 0.831 0.570 0.4695
```
Forces are in eV/Å.

Computed properties:
SMILES: BrCCBr.O
Kohn-Sham gap (eV): 10.8
Total energy (eV): -144303.646
Relative energy (zero: lowest compared OMol25 entry of this formula, charge and spin) (kJ/mol): 0.7
HOMO (eV): -10.484

***

# 3
2 unconnected molecules or ions with the total composition C2H6Br2Si at a distorted geometry. Source: OMol25; level of theory: wB97M-V/def2-TZVPD.

XYZ file:
```
11
Properties=species:S:1:pos:R:3:forces:R:3:nbo_charge:R:1
C 0.463739 0.670195 0.652538 -2.073 -1.572 0.194 -1.1586
Si 1.686527 -0.788349 0.457237 0.469 -0.646 -0.950 1.3699
Br 3.684054 0.154254 -0.117729 -0.635 -0.529 0.436 -0.3205
C 1.596563 -2.556217 0.098268 -0.440 2.957 0.883 -1.0090
Br -0.150101 -3.393650 0.027747 1.029 0.134 0.212 0.0515
H 0.540532 1.461232 -0.110868 0.693 -0.090 0.661 0.2645
H -0.556280 0.200323 0.295697 1.912 0.711 1.549 0.2730
H 0.400532 1.030562 1.754240 0.101 -0.506 -2.084 0.2754
H 2.526414 -3.074260 0.353058 -0.637 -0.484 -0.423 0.2462
H -2.026795 0.375255 -0.951974 0.517 0.198 -0.519 0.0166
H -1.357447 0.561687 -1.265663 -0.938 -0.174 0.042 -0.0090
```
Forces are in eV/Å.

Computed properties:
SMILES: C/[Si](Br)=C\Br.[H][H]
Kohn-Sham gap (eV): 7.9
Total energy (eV): -150131.906
Relative energy (zero: lowest compared OMol25 entry of this formula, charge and spin) (kJ/mol): 316.1
HOMO (eV): -8.209

***

# 4
A molecular structure, C2H6BrCl5HfN2O24 at a distorted geometry. Source: OMol25; level of theory: wB97M-V/def2-TZVPD.

XYZ file:
```
41
Properties=species:S:1:pos:R:3:forces:R:3:nbo_charge:R:1
Hf 0.668876 0.435384 -0.343714 0.711 -2.219 -1.301 2.3042
Cl 2.608457 -0.320745 3.207465 -0.207 1.311 0.495 2.5769
O 3.906517 -0.857294 2.983828 -0.354 -0.652 -0.199 -0.7990
O 1.718821 -1.167313 3.956732 0.373 -0.524 -0.119 -0.8616
O 2.752048 0.920780 3.927955 -0.200 0.180 -0.157 -0.8698
O 1.950375 -0.033844 1.922185 -0.561 0.296 -1.028 -0.9109
Cl 1.126866 -3.538827 0.518861 0.320 -0.719 1.602 2.5728
O 1.544476 -4.179484 -0.685540 -0.046 0.264 0.090 -0.8070
O 0.947785 -2.102837 0.297592 -0.515 1.831 -0.778 -0.9200
O -0.114665 -4.069952 1.011208 -0.544 0.061 -0.492 -0.8635
O 2.083982 -3.686324 1.588798 0.272 0.135 -0.742 -0.8431
Cl -1.957437 -1.762072 -2.020570 1.076 -0.907 0.154 2.5698
O -0.873094 -2.442403 -2.650495 -0.385 -0.023 -0.181 -0.8025
O -1.369776 -0.554892 -1.365479 1.324 1.619 0.853 -0.9486
O -2.940210 -1.315226 -2.951153 -0.029 0.099 0.168 -0.8100
O -2.526034 -2.552354 -0.970247 -0.279 0.176 -0.148 -0.8294
Cl 3.324537 -0.767321 -1.976275 -0.224 1.121 0.905 2.5476
O 3.969907 0.309101 -2.657583 0.328 -0.210 0.361 -0.8014
O 1.878409 -0.645638 -2.292315 -1.995 0.355 0.329 -0.8755
O 3.877697 -2.015260 -2.341453 -0.349 -0.156 -0.082 -0.7647
O 3.282522 -0.603073 -0.519327 0.263 0.491 -0.002 -0.8183
Cl -0.574943 2.348203 -3.753284 -0.153 0.283 -0.809 2.5765
O -0.007012 1.742194 -2.549797 0.875 -0.544 1.225 -0.9042
O 0.235275 3.454322 -4.180919 0.328 -0.071 0.380 -0.8491
O -0.626953 1.366817 -4.792392 -0.226 0.030 0.374 -0.8148
O -1.879128 2.851145 -3.405631 -0.281 -0.208 0.189 -0.8737
Br 2.197625 2.677816 -0.001298 -1.397 -1.743 -0.317 -0.4297
C -2.215538 4.020365 0.220109 0.925 0.111 0.005 -0.4742
N -2.174637 2.548152 -0.020207 -1.039 0.172 -1.264 0.5820
O -3.208968 1.998435 -0.253267 0.105 -0.269 0.336 -0.2512
O -1.070864 2.024862 -0.085591 1.205 -0.043 0.496 -0.4556
H -1.939511 4.172000 1.260885 -0.149 0.062 0.028 0.2317
H -3.179443 4.425010 -0.057107 -0.176 -0.346 0.175 0.2349
H -1.443043 4.456091 -0.410788 0.068 -0.136 0.002 0.2606
C -1.193138 -1.346056 3.265191 0.546 -0.195 0.621 -0.4954
N -1.790650 -0.674553 2.084712 0.114 0.064 1.002 0.5942
O -2.974541 -0.532289 1.994139 -0.030 -0.114 -0.163 -0.2916
O -0.982373 -0.171366 1.313883 0.700 0.456 -0.718 -0.4628
H -0.423410 -2.032465 2.916659 -0.122 -0.065 -0.095 0.2990
H -1.918268 -1.786198 3.941318 -0.458 -0.236 -0.683 0.2193
H -0.690536 -0.592890 3.872910 0.188 0.265 -0.513 0.2580
```
Forces are in eV/Å.

Computed properties:
Kohn-Sham gap (eV): 7.3
Total energy (eV): -188215.039
Relative energy (zero: lowest compared OMol25 entry of this formula, charge and spin) (kJ/mol): 231.1
HOMO (eV): -4.720
Total charge: -2

***

# 5
2 unconnected molecules or ions with the total composition C2H6BrISi at a distorted geometry. Source: OMol25; level of theory: wB97M-V/def2-TZVPD.

XYZ file:
```
11
Properties=species:S:1:pos:R:3:forces:R:3:nbo_charge:R:1
C -1.183676 0.979931 -0.623447 1.769 0.136 0.801 -1.1602
C 0.448271 -1.103684 1.014474 0.187 -0.044 1.952 -1.2304
Si -0.106415 0.631204 0.892439 0.176 0.130 -1.929 1.6454
Br 1.171490 2.283970 1.500573 -0.442 -0.442 0.031 -0.1761
I 1.897270 -1.354804 -2.583920 -0.377 0.244 0.550 -0.8686
H -0.669850 0.310640 -1.307232 0.720 -0.558 -0.406 0.3153
H -2.180723 0.751765 -0.807130 -2.011 -0.839 0.681 0.2837
H -1.091164 1.947863 -1.068590 0.546 0.926 0.240 0.2769
H 1.298995 -1.415998 1.647947 -0.295 0.806 -0.124 0.2970
H -0.364993 -1.751915 1.340828 -0.265 -0.087 -0.555 0.2807
H 0.780794 -1.278969 -0.005941 -0.007 -0.273 -1.240 0.3363
```
Forces are in eV/Å.

Computed properties:
Kohn-Sham gap (eV): 4.1
Total energy (eV): -88191.269
Relative energy (zero: lowest compared OMol25 entry of this formula, charge and spin) (kJ/mol): 257.5
HOMO (eV): -7.008

***

# 6
A gas-phase ion, C2H6BrN2O (charge +1) at a distorted geometry. Source: OMol25; level of theory: wB97M-V/def2-TZVPD.

XYZ file:
```
12
Properties=species:S:1:pos:R:3:forces:R:3:nbo_charge:R:1
N -1.557523 -0.627826 0.217254 -0.665 -0.540 -4.912 -0.7001
C -0.598283 0.467212 -0.190203 0.099 -0.357 3.942 -0.3055
C 0.827824 -0.180523 -0.112593 0.331 4.077 0.152 0.6529
O 0.904549 -1.359467 -0.222531 0.077 -1.745 0.008 -0.5611
N 1.867224 0.727812 0.031298 -0.764 -2.465 -0.351 -0.7004
Br 3.578219 0.041559 0.109674 0.009 0.104 -0.018 0.3162
H -2.080456 -0.470522 1.047798 -0.386 -0.285 0.896 0.4553
H -0.888382 -1.375172 0.132407 0.863 -1.885 1.412 0.4654
H -2.172962 -0.968627 -0.641377 0.777 1.457 2.370 0.4597
H -0.812128 1.278337 0.513451 0.601 0.058 -0.220 0.2417
H -0.880198 0.763470 -1.108840 -0.441 1.106 -3.336 0.2412
H 1.812118 1.703744 0.223660 -0.501 0.475 0.057 0.4347
```
Forces are in eV/Å.

Computed properties:
SMILES: [NH3+]CC(=O)NBr
Kohn-Sham gap (eV): 9.8
Total energy (eV): -77233.415
Relative energy (zero: lowest compared OMol25 entry of this formula, charge and spin) (kJ/mol): 74.8
HOMO (eV): -13.676
Total charge: +1

***

# 7
2 unconnected molecules or ions with the total composition C2H6BrNO at a distorted geometry. Source: OMol25; level of theory: wB97M-V/def2-TZVPD.

XYZ file:
```
11
Properties=species:S:1:pos:R:3:forces:R:3:nbo_charge:R:1
C 0.071313 0.933241 0.386246 -0.199 -0.251 2.403 -0.1832
N -0.680334 0.238286 -0.376135 0.521 -0.455 -1.468 0.1050
C -1.218776 -0.990489 0.213120 -3.277 -0.978 0.751 -0.4428
O -0.818123 0.420500 -1.630888 -0.421 -0.115 0.492 -0.5401
H 0.551626 1.846252 0.178974 0.295 0.719 -1.003 0.2095
H 0.113709 0.578716 1.411093 0.164 0.272 -0.186 0.1800
H -0.766040 -1.882830 -0.262060 -0.242 0.702 0.261 0.2332
H -1.069215 -0.954594 1.315000 0.170 -0.291 -0.933 0.2075
H -2.427558 -1.064966 0.114280 3.015 0.416 -0.281 0.2279
Br 3.609851 0.285185 -0.178194 -0.112 0.037 -0.113 -0.2104
H 2.633550 0.590696 -1.171431 0.085 -0.057 0.077 0.2134
```
Forces are in eV/Å.

Computed properties:
SMILES: C=[N+](C)[O-].Br
Kohn-Sham gap (eV): 9.7
Total energy (eV): -75748.463
Relative energy (zero: lowest compared OMol25 entry of this formula, charge and spin) (kJ/mol): 175.2
HOMO (eV): -9.027

***

# 8
2 unconnected molecules or ions with the total composition C2H6Cl2NO2P at a distorted geometry. Source: OMol25; level of theory: wB97M-V/def2-TZVPD.

XYZ file:
```
14
Properties=species:S:1:pos:R:3:forces:R:3:nbo_charge:R:1
C 0.687127 2.648646 0.549838 0.864 -0.705 -1.407 -0.4957
C 1.280287 -2.168236 -0.335260 4.027 1.895 -0.160 -0.2817
N -0.241309 -0.398402 -0.584550 0.822 -1.400 0.143 -0.3707
O -2.846684 -1.218834 -0.383502 -0.449 -1.376 -0.199 -1.0316
O 0.133086 -1.516205 0.109320 -1.393 1.078 -0.573 -0.3137
P -1.871322 -0.181666 -0.168874 0.228 -0.704 1.123 1.8282
Cl -1.836602 0.411838 1.726405 0.110 0.220 0.574 -0.2507
Cl -2.273166 1.353449 -1.212272 -0.398 2.277 -1.366 -0.2069
H 0.226346 3.015636 1.403664 0.235 0.508 1.861 0.1728
H 1.669484 2.283628 0.268580 0.012 0.326 0.937 0.1800
H 0.000694 2.547713 -0.224898 -1.014 -0.106 -1.391 0.1467
H 1.616923 -2.637335 0.587790 -0.276 -1.237 -0.540 0.2179
H 2.221952 -1.422465 -0.423168 -2.304 -1.017 -0.299 0.1877
H 1.233178 -2.717767 -1.313072 -0.464 0.240 1.298 0.2179
```
Forces are in eV/Å.

Computed properties:
Kohn-Sham gap (spin up / spin down) (eV): 7.2 / 10.3
Total energy (eV): -42086.527
Relative energy (zero: lowest compared OMol25 entry of this formula, charge and spin) (kJ/mol): 311.7
HOMO (spin up / spin down) (eV): -8.883 / -10.290